Record 1
ORCA calculation (ωB97M-V/def2-TZVPD) on a structure of composition C2H2O2Zn in a non-equilibrium geometry.

The geometry in ORCA input format:
```
! wB97M-V def2-TZVPD RIJCOSX def2/J DEFGRID3
* xyz -1 2
H 1.100 0.869 -1.175
C 0.488 0.450 -0.358
C -0.747 0.731 0.043
H -1.247 1.547 -0.489
O 1.051 -0.901 -0.126
O 0.617 -1.545 1.081
Zn -1.261 -1.150 1.024
*
```

Results
Energy, Eh: -2007.06243
Energy relative to the best compared isomer or geometry (same formula, charge and spin), kcal/mol: 0.00
Orbital gap (alpha / beta), eV: 5.487 / 6.896
LUMO level (alpha / beta), eV: 3.60 / 3.43
Maximum force, eV Å⁻¹: 2.8
Highest occupied orbital energy (alpha / beta), eV: -1.9 / -3.5

These are the Mulliken partial charges, in e, on atoms 1 to 2: atom 1 (H): 0.265, atom 2 (C): -0.206



Record 2
ORCA calculation (ωB97M-V/def2-TZVPD) on a structure of composition C36H42BF4InN5O6P2 in a non-equilibrium geometry.

The geometry in ORCA input format:
```
! wB97M-V def2-TZVPD RIJCOSX def2/J DEFGRID3
* xyz -1 1
In 1.675 -1.952 -0.216
C 5.060 -2.507 2.048
C 4.858 -2.894 0.603
N 3.824 -2.662 -0.156
C 4.001 -3.252 -1.400
C 5.259 -3.829 -1.351
N 5.771 -3.619 -0.112
C 6.008 -4.702 -2.327
O 5.449 -4.919 -3.467
O 7.018 -5.286 -1.965
C 3.074 -3.110 -2.523
O 3.456 -3.490 -3.632
O 1.974 -2.604 -2.289
H 4.058 -2.621 2.489
H 5.394 -1.449 2.121
H 5.757 -3.184 2.478
H 6.661 -4.034 0.211
H 4.535 -4.269 -3.624
C 1.473 -5.974 2.361
C 0.105 -6.161 2.389
C -0.694 -5.407 1.594
C -0.143 -4.349 0.836
N 1.219 -4.295 0.771
C 1.983 -5.022 1.547
C -0.937 -3.427 0.030
C -2.268 -3.702 -0.308
C -2.997 -2.921 -1.136
C -2.372 -1.799 -1.741
C -1.098 -1.459 -1.467
C -0.382 -2.248 -0.491
H 2.129 -6.504 3.006
H -0.325 -6.930 3.045
H -1.790 -5.513 1.650
H 3.067 -4.830 1.441
H -2.741 -4.637 -0.021
H -4.033 -3.239 -1.440
H -2.884 -1.217 -2.527
H -0.700 -0.606 -1.951
C -0.867 2.131 3.307
P -1.231 1.762 1.525
C -2.072 3.197 0.654
N -2.992 3.937 1.289
C -3.594 4.836 0.465
C -4.424 5.811 1.035
C -5.126 6.724 0.279
C -4.984 6.686 -1.148
C -4.073 5.834 -1.742
C -3.380 4.912 -0.898
N -2.378 4.237 -1.513
C -1.663 3.451 -0.679
P -0.211 2.396 -1.218
C 1.136 3.132 -0.063
C 0.222 3.020 -2.934
C -0.899 2.473 -3.796
C 1.628 2.504 -3.344
C 0.176 4.598 -3.084
C -2.753 0.766 1.748
C -3.628 1.152 2.920
C -3.639 0.713 0.494
C -2.358 -0.723 2.030
H -1.700 2.418 3.971
H -0.187 2.889 3.291
H -0.530 1.176 3.637
H -4.631 5.699 2.104
H -5.690 7.440 0.857
H -5.567 7.416 -1.770
H -3.908 5.973 -2.780
H 0.885 4.181 0.271
H 2.023 3.151 -0.652
H 1.244 2.367 0.719
H -0.786 1.363 -3.868
H -0.719 2.850 -4.816
H -1.870 2.735 -3.371
H 1.882 2.779 -4.375
H 1.670 1.408 -3.146
H 2.361 2.919 -2.636
H -0.764 5.016 -2.861
H 0.498 4.912 -4.114
H 0.946 5.094 -2.489
H -4.186 2.137 2.834
H -3.047 1.177 3.871
H -4.321 0.413 3.051
H -3.963 1.665 0.196
H -4.629 0.362 0.812
H -3.261 0.108 -0.336
H -1.709 -0.747 2.887
H -1.921 -1.225 1.145
H -3.222 -1.358 2.316
F 2.657 -2.373 4.067
B 1.583 -1.798 3.390
F 1.042 -0.630 3.909
F 0.482 -2.691 3.300
F 2.178 -1.551 2.088
O 3.925 1.412 -0.926
C 3.499 0.456 -0.335
O 2.330 -0.062 -0.534
H 4.066 -0.013 0.493
*
```

Results
Energy, Eh: -3419.82134
Energy relative to the best compared isomer or geometry (same formula, charge and spin), kcal/mol: 53.01
Orbital gap, eV: 7.012
LUMO level, eV: 1.55
Maximum force, eV Å⁻¹: 3.4
Highest occupied orbital energy, eV: -5.5

These are the Mulliken partial charges, in e, on atoms 1 to 2: atom 1 (In): 2.365, atom 2 (C): -0.884



Record 3
ORCA calculation (ωB97M-V/def2-TZVPD) on an isolated molecule of C3H10NO2 in a non-equilibrium geometry.

The geometry in ORCA input format:
```
! wB97M-V def2-TZVPD RIJCOSX def2/J DEFGRID3
* xyz 0 2
C 0.749 0.621 0.930
O 1.696 1.501 0.397
C 0.360 -0.337 -0.212
C -0.542 -1.368 0.279
O -1.887 -1.067 -0.044
N -0.308 0.549 -1.319
H -0.064 1.287 1.303
H 1.106 0.205 1.852
H 2.465 1.722 0.936
H 1.457 -0.774 -0.561
H -0.355 -2.298 -0.284
H -0.339 -1.492 1.340
H -2.508 -1.746 0.395
H 0.292 1.302 -1.614
H -0.639 -0.036 -2.042
H -1.135 1.020 -0.903
*
```

Results
Energy, Eh: -325.36269
Energy relative to the best compared isomer or geometry (same formula, charge and spin), kcal/mol: 51.79
Orbital gap (alpha / beta), eV: 3.733 / 10.937
LUMO level (alpha / beta), eV: 0.66 / 0.42
Maximum force, eV Å⁻¹: 3.8
Highest occupied orbital energy (alpha / beta), eV: -3.1 / -10.5

These are the Mulliken partial charges, in e, on atoms 1 to 2: atom 1 (C): -1.011, atom 2 (O): -0.170



Record 4
ORCA calculation (ωB97M-V/def2-TZVPD) on a structure of composition C33H33Cl2F9O5PbS3 in a non-equilibrium geometry.

The geometry in ORCA input format:
```
! wB97M-V def2-TZVPD RIJCOSX def2/J DEFGRID3
* xyz 2 1
C 0.790 -6.908 10.517
C 1.497 -6.441 9.097
C 0.817 -5.071 8.471
C 0.386 -5.221 6.877
C 0.702 -3.844 5.993
C -0.511 -3.671 4.856
C -0.513 -2.191 4.137
C 0.137 -2.155 2.632
C -0.897 -2.736 1.452
C -2.000 -1.611 0.995
C -1.451 -0.493 -0.072
C -0.761 -0.850 -1.542
C -0.242 0.311 -2.618
S 0.552 -0.280 -4.212
O 1.665 0.722 -4.601
O 1.265 -1.634 -3.870
C -0.689 -0.647 -5.573
F -1.635 0.507 -5.656
F -1.520 -1.803 -5.071
C -0.017 -1.073 -7.007
F 1.230 -0.355 -7.356
F 0.369 -2.527 -6.868
C -1.021 -0.987 -8.300
F -0.570 -2.072 -9.249
F -2.381 -1.362 -7.848
C -0.961 0.422 -9.137
F -1.152 1.646 -8.324
F -2.117 0.382 -10.109
F 0.257 0.614 -9.958
C -0.433 1.901 -2.270
C -1.112 2.273 -0.787
C -1.610 1.110 0.285
C -2.284 1.694 1.694
Cl -1.304 2.001 3.256
C -3.768 2.001 1.614
C -4.645 2.629 2.856
Cl -4.689 1.677 0.015
C -1.232 3.913 -0.484
O -2.308 4.485 0.088
C 0.088 4.799 -1.004
C 0.729 5.999 -0.081
S 0.087 6.457 1.649
C 2.036 6.817 -0.708
C 2.665 6.462 -2.215
S 4.159 7.500 -2.731
C 2.019 5.246 -3.162
C 2.657 4.935 -4.642
O 2.863 3.509 -4.944
C 2.831 3.248 -6.405
C 0.749 4.433 -2.496
C 0.014 3.154 -3.284
O -0.224 3.166 -4.602
H 1.147 -8.014 10.778
H 1.114 -6.247 11.445
H -0.390 -6.920 10.459
H 2.630 -6.214 9.343
H 1.400 -7.357 8.352
H 1.584 -4.190 8.658
H -0.139 -4.823 9.109
H 0.997 -6.156 6.464
H -0.772 -5.428 6.859
H 0.761 -2.881 6.689
H 1.739 -4.003 5.476
H -1.516 -3.876 5.465
H -0.395 -4.516 4.053
H 0.177 -1.498 4.816
H -1.598 -1.753 4.145
H 1.159 -2.725 2.665
H 0.299 -1.017 2.353
H -1.514 -3.597 2.004
H -0.335 -3.263 0.572
H -2.418 -1.085 1.969
H -2.925 -2.217 0.547
H -0.621 -1.973 -1.877
H -4.461 2.121 3.895
H -4.329 3.777 2.930
H -5.797 2.658 2.547
H 1.090 5.907 2.510
H 2.512 7.658 -0.016
H 5.099 6.525 -3.162
H 1.965 5.474 -5.449
H 3.719 5.468 -4.748
H 1.723 3.231 -6.807
H 3.415 4.036 -7.044
H 3.275 2.173 -6.650
Pb 2.886 0.645 -7.648
*
```

Results
Energy, Eh: -4858.09327
Orbital gap, eV: 2.584
LUMO level, eV: -9.97
Maximum force, eV Å⁻¹: 9.1
Highest occupied orbital energy, eV: -12.6

These are the Mulliken partial charges, in e, on atoms 1 to 2: atom 1 (C): -0.993, atom 2 (C): -0.380